[1]
Here is a gas-phase ion, C9H15N2S (charge +1) in a non-equilibrium geometry from OMol25. Energies are from the ωB97M-V functional and the def2-TZVPD basis.

Positions of all 27 atoms, in Å:
C -2.629 -1.991 0.293
S -2.709 -0.437 -0.691
C -1.123 0.233 -0.152
C 0.285 -0.587 -0.765
C 0.034 -1.403 -1.928
N 1.399 -0.497 -0.140
C 1.546 0.187 1.129
C 2.900 0.063 1.768
N 0.542 0.673 1.755
C -0.648 0.912 1.173
C -1.036 1.735 -0.045
C -0.086 2.538 -0.908
H -2.619 -2.776 -0.397
H -3.435 -1.963 0.935
H -1.640 -2.000 0.784
H 0.107 -0.852 -2.924
H -0.849 -1.889 -1.930
H 0.814 -2.200 -2.031
H 2.231 -0.831 -0.472
H 2.768 0.037 2.805
H 3.604 0.819 1.482
H 3.435 -0.892 1.545
H -1.397 0.888 2.053
H -2.075 2.105 0.010
H -0.213 2.409 -1.920
H 0.979 2.176 -0.579
H -0.185 3.545 -0.849

## Properties
Gap between HOMO and LUMO   7.95 eV
E_LUMO   -4.6 eV
ΔE to the lowest compared entry with this formula, charge and spin   52.36 kcal/mol
Max |F|   5.4 eV Å⁻¹
Structure (SMILES)   CS[C@]12C(C)=[NH+]C(C)=N[C@H]1[C@H]2C
Total charge   +1

These are the Mulliken partial charges, in e, on atoms 1 to 2:
1 C -0.87
2 S 0.00

***

[2]
Here is a gas-phase ion, C5H6F3N2 (charge +1) in a non-equilibrium geometry from OMol25. Energies are from the ωB97M-V functional and the def2-TZVPD basis.

Positions of all 16 atoms, in Å:
H -2.330 -0.377 -0.678
N -1.771 0.428 -0.352
N -0.783 0.240 0.287
C 0.113 1.301 0.551
C 1.270 0.588 1.279
C 1.086 -0.733 1.349
F 1.900 -1.730 1.537
C -0.200 -1.069 0.469
F -1.097 -1.960 0.987
C 0.192 -1.565 -0.995
F 0.882 -0.558 -1.625
H -0.210 2.177 1.152
H 0.474 1.706 -0.323
H 2.144 1.238 1.725
H -0.719 -1.653 -1.472
H 0.809 -2.476 -0.953

## Properties
Gap between HOMO and LUMO   8.29 eV
E_LUMO   -6.6 eV
ΔE to the lowest compared entry with this formula, charge and spin   64.81 kcal/mol
Max |F|   4.9 eV Å⁻¹
Structure (SMILES)   [H]/N=[N+]1/CC=C(F)[C@]1(F)CF
Total charge   +1

These are the Mulliken partial charges, in e, on atoms 1 to 2:
1 H 0.33
2 N -0.82

***

[3]
Here is C4H8N4 in the gas phase in a non-equilibrium geometry from OMol25. Energies are from the ωB97M-V functional and the def2-TZVPD basis.

Positions of all 16 atoms, in Å:
H -3.895 -1.289 -0.076
N -2.923 -1.278 -0.110
C -2.373 -0.138 -0.167
N -0.952 0.167 -0.001
C -0.399 1.499 0.051
C 0.004 -0.835 0.056
N 1.266 -1.048 0.122
N 2.159 -0.021 -0.139
C 3.327 -0.520 -0.179
H -2.803 0.922 0.001
H 0.648 1.628 -0.531
H -0.238 1.774 1.159
H -1.207 2.217 -0.474
H -0.515 -1.769 0.275
H 3.682 -1.491 0.185
H 4.218 0.181 -0.171

## Properties
Gap between HOMO and LUMO   9.49 eV
E_LUMO   0.7 eV
ΔE to the lowest compared entry with this formula, charge and spin   86.33 kcal/mol
Max |F|   3.5 eV Å⁻¹
Structure (SMILES)   [H]/N=C/N(C)/C=N\N=C
Total charge   0

These are the Mulliken partial charges, in e, on atoms 1 to 2:
1 H 0.24
2 N -0.58

***

[4]
Here is 2 unconnected molecules or ions with the total composition C9H16FN3O in a non-equilibrium geometry from OMol25. Energies are from the ωB97M-V functional and the def2-TZVPD basis.

Positions of all 30 atoms, in Å:
C 0.338 1.833 -2.977
C -1.389 -0.757 0.248
C 0.903 0.754 -2.706
C 0.816 0.007 0.025
C 2.361 0.028 1.933
C 0.442 2.579 -4.310
C 3.799 0.383 2.205
C -3.740 -1.465 0.451
C -2.140 -1.843 2.307
N -2.351 -1.415 0.935
N -0.184 -0.618 0.738
N 2.003 0.194 0.535
O 1.532 -0.213 2.760
F 1.644 -0.193 -2.926
H -0.133 2.386 -2.072
H -1.807 -0.254 -0.709
H 0.791 1.877 -5.048
H -0.574 2.918 -4.731
H 1.108 3.304 -4.171
H 3.929 1.421 2.374
H 4.389 -0.207 1.423
H 3.942 -0.166 3.240
H -4.503 -1.139 1.308
H -3.790 -0.925 -0.514
H -4.064 -2.403 0.251
H -2.922 -2.503 2.422
H -1.140 -2.238 2.369
H -2.236 -1.052 2.993
H 0.160 -0.892 1.698
H 2.814 0.598 -0.051

## Properties
Gap between HOMO and LUMO   8.00 eV
E_LUMO   -8.7 eV
ΔE to the lowest compared entry with this formula, charge and spin   0.00 kcal/mol
Max |F|   5.7 eV Å⁻¹
Total charge   +2

These are the Mulliken partial charges, in e, on atoms 1 to 2:
1 C 0.25
2 C 0.32

***

[5]
Here is a molecular structure, C33H31IrN4Te from OMol25. Energies are from the ωB97M-V functional and the def2-TZVPD basis.

Positions of all 70 atoms, in Å:
Ir -0.186 0.826 0.411
C 0.042 -1.972 -1.803
C 0.418 -0.553 -2.211
C 1.892 -0.270 -2.219
C 2.574 -0.254 -3.407
C 3.968 -0.114 -3.422
C 4.680 0.015 -2.238
C 4.056 0.000 -1.003
C 4.918 0.227 0.211
C 5.698 -1.028 0.622
C 2.625 -0.153 -0.984
N 1.885 -0.139 0.160
C 2.318 -0.641 1.323
C 1.493 -0.545 2.424
C 1.642 -1.002 3.765
C 0.492 -0.661 4.427
C -0.346 -0.012 3.484
N 0.237 0.062 2.288
H -1.040 -2.086 -1.722
H 0.498 -2.261 -0.856
H 0.386 -2.675 -2.563
H -0.058 0.194 -1.509
H -0.014 -0.294 -3.178
H 2.041 -0.375 -4.342
H 4.493 -0.099 -4.368
H 5.752 0.154 -2.277
H 4.337 0.620 1.047
H 5.633 1.011 -0.045
H 5.052 -1.883 0.831
H 6.297 -0.827 1.508
H 6.373 -1.337 -0.175
H 3.257 -1.176 1.385
H 2.505 -1.509 4.165
H 0.252 -0.835 5.463
H -1.326 0.408 3.657
N 0.025 8.223 -0.481
C -0.014 7.083 -0.355
C -0.071 5.661 -0.200
C 0.824 5.003 0.640
C 0.734 3.633 0.757
N -0.196 2.910 0.100
C -1.061 3.553 -0.713
C -1.028 4.916 -0.892
H 1.579 5.548 1.188
H 1.413 3.082 1.395
H -1.785 2.943 -1.237
H -1.730 5.396 -1.558
Te -2.948 0.308 0.202
C -4.174 1.271 -1.181
C -4.570 0.647 -2.361
C -5.464 1.313 -3.187
C -5.945 2.566 -2.828
C -5.533 3.175 -1.650
C -4.633 2.533 -0.812
C -4.166 -1.112 1.065
C -5.093 -1.805 0.279
C -5.951 -2.687 0.906
C -5.890 -2.860 2.288
C -4.964 -2.162 3.058
C -4.080 -1.291 2.451
H -4.190 -0.325 -2.650
H -5.786 0.852 -4.111
H -6.650 3.073 -3.475
H -5.920 4.148 -1.377
H -4.328 3.007 0.114
H -5.151 -1.664 -0.791
H -6.675 -3.240 0.323
H -6.574 -3.546 2.768
H -4.936 -2.300 4.130
H -3.361 -0.747 3.049

## Properties
Gap between HOMO and LUMO (alpha / beta)   7.82 / 5.48 eV
E_LUMO (alpha / beta)   -8.8 / -11.7 eV
ΔE to the lowest compared entry with this formula, charge and spin   0.00 kcal/mol
Max |F|   0.5 eV Å⁻¹
Total charge   +3
Spin multiplicity   6

These are the Mulliken partial charges, in e, on atoms 1 to 2:
1 Ir 1.44
2 C -1.06

***

[6]
Here is a molecular structure, C23H19BrN7ORbS in a non-equilibrium geometry from OMol25. Energies are from the ωB97M-V functional and the def2-TZVPD basis.

Positions of all 53 atoms, in Å:
Rb 1.859 1.412 -2.248
C 2.635 3.945 2.682
C 2.388 3.651 1.223
N 3.147 2.919 0.507
N 4.246 2.368 1.051
C 5.088 1.565 0.340
N 6.041 0.972 1.093
S 5.023 1.315 -1.294
C 1.187 4.212 0.558
C 0.495 5.297 1.091
C -0.660 5.735 0.462
C -1.093 5.078 -0.676
C -0.321 4.029 -1.158
N 0.789 3.613 -0.568
H 3.000 3.058 3.203
H 1.719 4.249 3.176
H 3.379 4.737 2.803
H 4.429 2.482 2.040
H 6.222 1.234 2.048
H 6.752 0.467 0.595
H 0.849 5.804 1.978
H -1.217 6.569 0.866
H -2.005 5.369 -1.178
H -0.626 3.477 -2.042
Br -5.687 -1.997 3.817
C -4.832 -2.875 2.357
C -5.589 -3.597 1.454
C -4.962 -4.258 0.410
C -3.578 -4.183 0.252
C -2.835 -3.450 1.191
C -3.452 -2.807 2.244
N -2.921 -4.998 -0.684
N -1.945 -4.623 -1.374
C -1.607 -3.296 -1.567
C -2.515 -2.232 -1.555
C -2.144 -0.948 -1.873
C -0.802 -0.580 -2.157
O -0.457 0.601 -2.426
C 0.176 -1.678 -2.116
N 1.480 -1.361 -2.291
C 2.374 -2.324 -2.276
C 2.054 -3.675 -2.082
C 0.747 -4.016 -1.866
C -0.243 -3.010 -1.882
H -6.663 -3.648 1.567
H -5.542 -4.839 -0.295
H -1.758 -3.419 1.090
H -2.868 -2.255 2.967
H -3.559 -2.446 -1.361
H -2.887 -0.162 -1.922
H 3.410 -2.025 -2.411
H 2.836 -4.422 -2.084
H 0.443 -5.037 -1.682

## Properties
Gap between HOMO and LUMO   5.68 eV
E_LUMO   -0.5 eV
ΔE to the lowest compared entry with this formula, charge and spin   5.68 kcal/mol
Max |F|   1.3 eV Å⁻¹
Total charge   0

These are the Mulliken partial charges, in e, on atoms 1 to 2:
1 Rb 0.84
2 C -1.70